# C16H10N2O13SSc

C16H10N2O13SSc as an isolated structure at a distorted geometry (ωB97M-V/def2-TZVPD, OMol25).

Summary:
Total charge ... -1
Highest occupied orbital energy ... -5.5 eV
Strongest force on any atom ... 1.3 eV/A
Multiplicity ... 1
HOMO-LUMO gap ... 7.056 eV
Relative energy (zero: lowest compared OMol25 entry of this formula, charge and spin) ... 0.0 kcal/mol
Molecular weight ... 515.28 g mol⁻¹

Geometry (Å):
C: -0.313 -2.111 -1.869
O: 0.523 -0.968 2.305
O: 1.488 -0.778 -1.220
O: -1.678 0.405 0.297
H: 4.397 -1.914 4.441
C: -3.360 -0.675 3.026
O: -0.824 -2.013 -0.678
O: -1.861 -3.456 -3.150
Sc: 0.229 -0.541 0.342
O: 1.836 -3.403 2.199
O: 0.938 2.814 2.634
O: 5.519 1.771 4.817
N: 5.247 0.585 4.811
C: -3.859 -0.162 1.682
C: 4.040 0.170 4.100
O: 0.155 -3.002 -5.259
S: -2.699 1.135 1.142
C: 1.310 -1.709 -3.538
H: -3.760 1.187 4.052
C: 3.209 1.129 3.523
H: 3.460 2.178 3.589
C: 2.605 -1.559 3.332
H: -2.359 0.328 4.693
C: -2.899 0.571 3.778
O: 0.896 1.364 0.925
C: 2.072 0.737 2.862
H: -1.802 2.360 3.022
O: 2.296 -1.315 -4.120
O: 2.684 -3.702 4.157
H: -4.144 -1.218 3.553
C: 3.747 -1.172 4.001
C: 0.204 -2.585 -4.134
C: -1.983 1.310 2.810
H: -2.517 -1.353 2.879
H: -4.838 0.313 1.763
O: 5.993 -0.286 5.222
C: 1.692 -0.632 2.791
N: 2.338 -2.996 3.226
C: -0.834 -2.825 -3.035
C: 1.228 1.751 2.111
C: 0.891 -1.476 -2.157
H: -1.021 0.798 2.730
H: -3.874 -0.896 0.877

What are the natural (NBO) partial charges on each atom? They are as follows, in elementary charge units: atom 1 (C): 0.224, atom 2 (O): -0.810, atom 3 (O): -0.772, atom 4 (O): -0.987, atom 5 (H): 0.268, atom 6 (C): -0.417, atom 7 (O): -0.770, atom 8 (O): -0.538, atom 9 (Sc): 1.936, atom 10 (O): -0.353, atom 11 (O): -0.653, atom 12 (O): -0.387, atom 13 (N): 0.536, atom 14 (C): -0.595, atom 15 (C): -0.039, atom 16 (O): -0.494, atom 17 (S): 1.256, atom 18 (C): 0.379, atom 19 (H): 0.200, atom 20 (C): -0.118, atom 21 (H): 0.260, atom 22 (C): -0.074, atom 23 (H): 0.234, atom 24 (C): -0.411, atom 25 (O): -0.803, atom 26 (C): -0.231, atom 27 (H): 0.263, atom 28 (O): -0.535, atom 29 (O): -0.396, atom 30 (H): 0.223, atom 31 (C): -0.142, atom 32 (C): 0.395, atom 33 (C): -0.597, atom 34 (H): 0.231, atom 35 (H): 0.222, atom 36 (O): -0.395, atom 37 (C): 0.452, atom 38 (N): 0.534, atom 39 (C): 0.381, atom 40 (C): 0.784, atom 41 (C): 0.207, atom 42 (H): 0.262, atom 43 (H): 0.269